Below is a cluster of 2 separate species, CH3O3 in total, with properties calculated with ωB97M-V with the def2-TZVPD basis set.

```
7
Properties=species:S:1:pos:R:3:forces:R:3
C -0.7359 1.2630 0.4038 -0.1841 2.5308 0.1511
O 0.8742 -0.8983 -0.8603 0.6888 0.5983 -1.4895
O -0.5643 2.0423 1.2135 -0.1865 -2.8956 -1.7110
O 0.0942 -0.9775 0.2779 -0.1989 1.2221 2.2587
H -1.0765 1.0126 -0.6473 0.4558 -0.3118 1.1037
H 0.6357 -1.6966 -1.3445 -0.0634 -0.3714 -0.1238
H 0.7726 -0.7455 0.9569 -0.5116 -0.7723 -0.1892
```
Forces are in eV/Å.

- Kohn-Sham gap (spin up / spin down) (eV) = 8.9589 / 8.9580
- multiplicity = 1
- total charge = +1

Below is a cluster of 2 separate species, CH3O3P in total, with properties calculated with ωB97M-V with the def2-TZVPD basis set.

```
8
Properties=species:S:1:pos:R:3:forces:R:3
O -1.3860 -0.5369 1.0331 -1.4485 -3.1820 -0.1891
P -0.7480 0.6937 1.3566 1.1493 3.2221 -0.3871
O -1.0705 1.6042 0.0222 -0.6619 -2.6702 0.4790
H -0.8672 2.4925 -0.0918 0.8533 2.5261 0.1233
C 0.9750 -1.0867 -0.6303 0.2730 1.5716 2.9996
O 1.2758 -0.0672 0.0123 -1.2055 -1.8617 -1.0434
H 0.1645 -1.8231 -0.2822 0.7823 1.2124 -0.6390
H 1.6563 -1.2765 -1.4199 0.2579 -0.8182 -1.3433
```
Forces are in eV/Å.

- SMILES string = O=PO.C=O
- Kohn-Sham gap (eV) = 10.2953
- multiplicity = 1

The evaluated strongest force on any atom for the records listed, in turn: 3.4 3.5 eV Å⁻¹.
The evaluated energy relative to the best compared isomer or geometry (same formula, charge and spin) for the records listed, in turn: 56.4 127.4 kJ/mol.